Entry 1:
The following is a quantum chemistry calculation of a molecular structure, C17H19NPSZn in a non-equilibrium geometry, from the Open Molecules 2025 dataset.

ORCA input file:
```
! RIJCOSX wB97M-V def2-TZVPD def2/J DEFGRID3
* xyz -1 1
C 0.314 0.046 -4.667
C -0.893 -0.745 -4.711
C -0.649 -1.971 -4.040
C 0.707 -1.997 -3.609
C 1.318 -0.750 -3.950
Zn 0.104 0.670 -2.584
P -0.627 2.834 -2.236
H 0.533 0.924 -5.281
H -1.804 -0.466 -5.244
H -1.357 -2.792 -3.928
H 2.392 -0.534 -3.933
H 1.214 -2.850 -3.156
H -1.656 3.016 -1.260
H -1.110 3.622 -3.334
H 0.442 3.614 -1.688
N -0.158 0.035 -0.748
S 0.832 0.022 0.518
C 0.289 1.325 1.651
C -0.947 1.265 2.293
C -1.366 2.346 3.080
C -0.538 3.462 3.235
C 0.714 3.505 2.607
C 1.126 2.439 1.806
C 0.529 -1.472 1.459
C 1.581 -1.936 2.266
C 1.396 -3.070 3.059
C 0.161 -3.732 3.053
C -0.868 -3.289 2.216
C -0.673 -2.175 1.382
H -1.123 -0.125 -0.455
H -1.579 0.387 2.178
H -2.343 2.322 3.567
H -0.864 4.309 3.843
H 1.361 4.373 2.738
H 2.086 2.446 1.292
H 2.522 -1.388 2.264
H 2.209 -3.425 3.694
H 0.006 -4.592 3.707
H -1.832 -3.803 2.221
H -1.450 -1.850 0.695
*
```

The gap between HOMO and LUMO (alpha / beta) is 0.0781 / 0.0920 hartree. The calculation puts the HOMO energy (alpha / beta) at 0.004 / -0.005 Ha. Its largest force on an atom is 2.413 eV Å⁻¹. The LUMO energy (alpha / beta) comes out at 2.224 / 2.375 eV. The calculation puts the total energy at -3232.60736 a.u. The energy relative to the best compared isomer or geometry (same formula, charge and spin) is 0.0 kJ/mol.

---

Entry 2:
The following is a quantum chemistry calculation of 2 unconnected molecules or ions with the total composition H4OS in a non-equilibrium geometry, from the Open Molecules 2025 dataset.

ORCA input file:
```
! RIJCOSX wB97M-V def2-TZVPD def2/J DEFGRID3
* xyz 0 1
O -0.834 0.308 0.343
H -1.485 -0.227 0.850
H -0.786 -0.128 -0.538
S 1.640 -0.074 -0.336
H 0.664 -0.847 0.175
H 0.802 0.968 -0.495
*
```

The gap between HOMO and LUMO is 0.3668 hartree. The calculation puts the HOMO energy at -0.345 Ha. Its largest force on an atom is 2.788 eV Å⁻¹. The LUMO energy comes out at 0.593 eV. As for the SMILES: O.S. The calculation puts the total energy at -475.78051 a.u. The energy relative to the best compared isomer or geometry (same formula, charge and spin) is 80.2 kJ/mol.